No. 1
49
Properties=species:S:1:pos:R:3:forces:R:3:nbo_charge:R:1 method="wB97M-V/def2-TZVPD" gap_ev=1.63 e_homo_ev=-4.6 total_energy_ha=-1026.4805 lumo_ev=-2.95 e_above_lowest_ev=5.718
C -0.005 -3.310 1.905 0.122 0.452 -0.641 -0.623
C -0.782 -1.967 1.513 -1.259 -0.763 0.559 -0.400
C -1.714 -1.389 2.703 -0.008 -0.252 -0.956 -0.405
C -2.605 -0.221 2.064 -0.395 0.241 1.483 -0.462
C -2.062 1.259 2.319 0.846 -0.506 -2.957 -0.218
C -0.546 1.449 1.874 -0.831 1.052 0.742 -0.139
O 0.429 0.879 2.806 0.725 0.002 -1.736 -0.561
C 1.697 0.745 2.114 0.371 -0.513 1.099 -0.095
C 2.431 2.136 1.822 -0.219 -0.055 0.820 -0.096
O 3.311 1.988 0.686 -0.928 1.067 0.047 -0.556
C 2.694 2.449 -0.528 0.123 -0.647 -1.835 -0.095
C 2.868 1.252 -1.610 -0.220 0.320 1.151 -0.088
O 1.644 1.071 -2.365 1.044 -1.416 0.048 -0.560
C 1.371 -0.360 -2.479 -0.811 0.483 0.449 -0.071
C 0.335 -0.538 -3.687 0.944 -0.108 0.171 -0.655
C -2.893 2.244 1.341 0.598 -0.316 -0.045 -0.556
C -2.610 1.945 -0.212 -1.823 -1.539 -1.327 0.859
O -3.253 1.170 -0.928 2.342 2.371 2.148 -0.601
F -1.475 2.587 -0.840 -1.553 -0.831 1.355 -0.403
H 0.793 -3.478 1.094 -0.911 0.023 1.404 0.193
H -0.692 -4.229 1.898 0.838 1.432 0.062 0.199
H 0.460 -3.222 2.937 -0.362 -0.138 -1.341 0.212
H -1.520 -2.253 0.676 1.141 0.529 1.055 0.180
H -0.123 -1.139 1.100 -0.614 -1.166 0.672 0.201
H -2.414 -2.227 3.064 1.033 1.021 -0.586 0.185
H -1.109 -1.052 3.609 -0.721 -0.262 -1.373 0.227
H -3.636 -0.280 2.579 1.326 0.163 -0.840 0.199
H -2.796 -0.485 0.966 0.305 0.343 1.078 0.175
H -0.349 2.587 1.875 -0.378 -1.540 -0.361 0.166
H -0.288 1.039 0.836 -0.318 0.367 0.866 0.130
H 1.610 0.072 1.183 0.026 1.294 0.992 0.160
H 2.369 0.158 2.842 -0.948 0.844 -1.063 0.188
H 1.738 3.017 1.636 0.562 -1.297 0.299 0.187
H 3.023 2.401 2.773 -0.564 -0.372 -1.617 0.187
H 1.587 2.690 -0.442 1.261 -0.536 0.132 0.209
H 3.194 3.378 -0.979 -0.424 -1.127 1.039 0.173
H 3.739 1.462 -2.312 -1.030 -0.379 0.802 0.174
H 3.050 0.303 -0.991 0.042 1.425 -0.837 0.182
H 0.929 -0.661 -1.460 0.455 0.053 -1.525 0.191
H 2.339 -0.963 -2.618 -1.346 0.906 -0.152 0.170
H 0.560 -1.559 -4.158 -0.432 1.325 0.509 0.150
H -0.757 -0.471 -3.369 1.500 0.017 -0.319 0.228
H 0.587 0.279 -4.448 -0.501 -1.196 1.020 0.240
H -3.991 2.002 1.515 1.326 0.522 -0.534 0.237
H -2.664 3.342 1.514 -0.272 -1.350 -0.099 0.224
O -1.034 -3.447 -4.765 -0.071 -0.109 0.008 -0.855
H -0.276 -3.730 -5.333 0.006 0.041 0.016 0.535
H -1.620 -4.211 -4.537 -0.027 0.018 0.025 0.530
H -1.545 -2.711 -5.184 0.028 0.107 0.094 0.545

=====

No. 2
54
Properties=species:S:1:pos:R:3:forces:R:3:nbo_charge:R:1 method="wB97M-V/def2-TZVPD" gap_ev=4.87 e_homo_ev=-3.0 total_energy_ha=-2471.9672 total_charge=-1 lumo_ev=1.83
C 1.664 -3.056 -0.008 0.085 -0.002 -0.160 -0.455
N 0.535 -2.761 0.878 -0.004 0.184 0.128 -0.635
C 0.230 -1.338 0.960 0.196 0.060 -0.124 -0.243
C -0.498 -0.860 -0.306 0.139 -0.113 0.136 -0.514
C -1.013 0.614 -0.269 -0.156 -0.010 -0.080 -0.280
C -0.188 1.530 0.682 -0.115 0.035 0.278 -0.430
C 1.163 2.091 0.229 0.142 0.085 0.058 -0.422
C 2.301 1.108 -0.095 0.210 0.055 -0.137 -0.419
C 3.112 0.739 1.151 0.025 0.013 -0.252 -0.459
C 4.456 0.107 0.855 0.041 0.016 -0.114 -0.207
N 4.333 -1.223 0.212 0.306 0.257 -0.055 -0.856
P -0.805 1.340 -1.966 -0.224 0.427 -0.063 0.873
S -1.472 3.162 -2.250 0.072 -0.266 0.106 -0.615
C -2.523 0.736 0.122 0.065 0.175 0.143 -0.270
C -2.792 0.481 1.616 -0.128 0.068 -0.035 -0.616
C -3.479 -0.105 -0.767 -0.026 -0.220 0.051 0.107
C -4.272 0.750 -1.782 -0.081 0.188 0.254 -0.583
C -4.504 0.038 -3.086 -1.349 -0.076 2.166 0.566
O -3.829 0.048 -4.015 1.635 0.098 -2.325 -0.475
I -6.348 -1.128 -3.110 -0.272 -0.192 0.049 -0.072
O -2.782 -1.121 -1.532 -0.160 0.433 -0.097 -0.743
S -1.795 -2.055 -0.697 0.146 0.190 -0.069 2.413
O -1.309 -2.975 -1.673 -0.116 -0.155 0.264 -0.915
O -2.510 -2.446 0.481 0.165 -0.156 -0.110 -0.936
H 2.537 -2.407 0.155 -0.265 -0.235 0.094 0.228
H 1.349 -2.965 -1.053 -0.053 -0.080 0.081 0.184
H 1.962 -4.097 0.146 -0.033 0.094 -0.050 0.197
H 0.763 -3.071 1.815 -0.064 -0.066 -0.102 0.364
H 1.138 -0.725 1.048 -0.353 -0.230 0.046 0.221
H -0.383 -1.157 1.844 -0.037 -0.067 -0.085 0.209
H 0.204 -0.990 -1.141 -0.182 -0.014 0.040 0.254
H -0.049 1.018 1.639 -0.125 0.047 -0.091 0.229
H -0.832 2.393 0.890 0.117 -0.066 -0.007 0.226
H 1.526 2.693 1.072 -0.088 0.021 -0.166 0.258
H 1.000 2.803 -0.590 0.017 -0.146 0.023 0.204
H 2.982 1.613 -0.799 -0.102 -0.088 0.087 0.207
H 1.936 0.209 -0.621 0.067 0.182 0.000 0.163
H 2.539 0.048 1.785 0.204 0.276 0.146 0.177
H 3.331 1.643 1.744 -0.054 -0.194 0.351 0.335
H 4.993 -0.009 1.799 -0.097 0.032 -0.056 0.218
H 5.043 0.812 0.242 -0.036 -0.114 0.102 0.157
H 4.080 -1.104 -0.766 0.029 -0.012 0.060 0.340
H 5.237 -1.685 0.207 -0.058 0.039 -0.014 0.351
H -1.379 0.401 -2.827 0.040 -0.141 -0.064 -0.004
H 0.560 1.171 -2.219 0.066 -0.106 0.005 -0.008
H -2.766 1.792 -0.058 -0.008 -0.144 -0.033 0.244
H -3.876 0.460 1.783 0.143 0.029 -0.015 0.209
H -2.390 1.288 2.232 0.041 -0.135 -0.063 0.222
H -2.397 -0.475 1.960 -0.036 0.053 -0.037 0.228
H -4.190 -0.631 -0.123 0.107 -0.003 -0.122 0.217
H -3.744 1.680 -2.023 0.043 -0.150 -0.001 0.272
H -5.242 0.984 -1.338 0.165 0.111 -0.029 0.247
O 4.076 2.492 3.352 -0.057 -0.014 -0.167 -1.362
H 4.318 2.142 4.215 0.011 0.030 0.056 0.398

=====

No. 3
46
Properties=species:S:1:pos:R:3:forces:R:3:nbo_charge:R:1 method="wB97M-V/def2-TZVPD" gap_ev=6.55 e_homo_ev=-5.7 total_energy_ha=-1001.4663 lumo_ev=0.83 smiles=CCN(CC)P(C#CC(C)(C)C)N(CC)CC e_above_lowest_ev=0.967
C 0.140 1.022 0.148 1.066 -5.944 1.227 -0.448
C -0.299 2.056 -0.205 -0.588 4.178 -1.138 0.105
N -0.388 -1.471 1.943 -0.304 1.400 -0.344 -0.659
N 1.717 -1.555 -0.376 -0.958 1.762 0.090 -0.690
P 0.498 -0.651 0.601 0.747 0.644 -0.095 0.978
C -2.400 -2.585 0.737 0.088 -1.133 0.467 -0.647
C -0.451 0.610 3.354 -2.014 1.538 -2.633 -0.630
C 3.731 -2.887 0.170 -0.809 -1.280 -2.835 -0.603
C 1.004 -1.505 -2.797 1.209 -0.670 -0.471 -0.632
C 0.192 4.322 -1.125 1.048 1.931 -0.912 -0.588
C -1.324 2.731 -2.270 0.160 0.127 1.106 -0.579
C -1.931 3.896 -0.078 -0.647 2.031 -1.257 -0.591
C -1.129 -2.666 1.684 -1.337 -1.324 -1.507 -0.212
C -1.293 -0.524 2.699 0.527 0.462 -0.029 -0.217
C 2.241 -2.830 0.069 -0.677 0.867 -0.011 -0.193
C 1.996 -1.070 -1.776 0.805 -0.939 1.543 -0.197
C -0.808 3.271 -0.885 -0.374 -1.700 -0.167 -0.164
H -3.193 -1.850 1.000 0.588 -0.641 0.374 0.208
H -2.798 -3.653 0.784 0.069 1.469 -0.277 0.210
H -2.166 -2.343 -0.300 0.365 -0.184 -0.015 0.214
H 0.574 0.421 3.397 1.545 -0.810 0.379 0.228
H -0.506 1.557 2.698 -0.038 -1.398 0.864 0.215
H -0.863 0.903 4.278 -0.339 0.144 1.308 0.210
H 3.927 -2.379 1.015 1.689 1.859 2.740 0.208
H 4.198 -2.492 -0.748 0.031 -0.064 0.650 0.200
H 3.963 -3.937 0.257 0.554 -0.337 0.204 0.204
H 0.969 -0.875 -3.671 0.370 0.199 -0.457 0.213
H 0.075 -1.377 -2.333 -1.843 -0.610 0.473 0.221
H 1.342 -2.525 -3.072 -1.186 0.364 -0.067 0.204
H 1.030 4.004 -1.737 0.369 -0.273 0.249 0.214
H -0.235 5.157 -1.727 -0.187 -0.531 0.300 0.204
H 0.514 4.815 -0.212 0.391 -0.264 0.184 0.215
H -0.545 2.199 -2.845 -0.374 0.252 0.424 0.216
H -2.177 2.100 -2.063 -0.099 -0.524 -0.154 0.210
H -1.697 3.569 -2.810 -0.184 0.719 -0.778 0.198
H -2.483 4.505 -0.831 -0.072 -0.397 0.368 0.204
H -1.669 4.707 0.654 0.212 -1.395 -0.199 0.222
H -2.598 3.148 0.270 -0.666 -0.457 0.776 0.216
H -0.475 -3.498 1.288 -0.533 0.975 0.373 0.196
H -1.528 -3.000 2.658 0.406 -0.012 -0.238 0.195
H -2.144 -0.071 2.111 1.053 -0.372 -0.047 0.181
H -1.862 -1.155 3.425 0.911 0.360 -0.201 0.200
H 1.809 -3.041 1.051 -0.081 -0.238 -0.167 0.204
H 1.941 -3.552 -0.647 -0.726 -1.183 -0.529 0.166
H 2.973 -1.480 -2.082 -0.145 0.241 0.512 0.192
H 2.130 -0.021 -1.701 -0.023 1.160 -0.085 0.200

=====

No. 4
53
Properties=species:S:1:pos:R:3:forces:R:3:nbo_charge:R:1 method="wB97M-V/def2-TZVPD" gap_ev=8.89 e_homo_ev=-8.5 total_energy_ha=-1487.3876 lumo_ev=0.35 smiles="CCCCO[C@@](COC)(OC)P(=N)(O)O.CC#N.CC#N.CC#N"
C 3.628 -0.727 0.504 -0.653 0.504 0.005 -0.601
C 2.234 -0.232 0.954 0.819 0.133 0.149 -0.424
C 1.751 0.997 0.171 -0.631 0.168 0.396 -0.435
C 0.491 0.801 -0.700 0.818 0.085 -0.478 -0.071
O -0.335 -0.270 -0.269 -0.180 0.330 -0.126 -0.531
C -1.506 0.100 0.383 -0.398 -0.226 0.185 0.214
C -1.158 0.935 1.615 0.279 -0.057 0.182 -0.140
O -2.113 0.922 2.654 -0.053 -0.056 -0.084 -0.550
C -1.478 1.415 3.818 0.278 0.048 0.171 -0.255
O -2.306 0.771 -0.571 -0.023 0.126 0.208 -0.556
C -3.464 1.404 -0.044 -0.148 0.152 -0.111 -0.268
P -2.266 -1.590 0.745 0.812 -0.731 -0.368 2.204
N -1.195 -2.614 1.200 -0.341 0.483 0.080 -1.368
O -3.026 -1.929 -0.625 0.105 0.257 0.305 -0.983
O -3.493 -1.383 1.734 -0.240 0.138 -0.229 -0.978
H 3.747 -1.788 0.699 0.222 -0.077 -0.069 0.213
H 4.399 -0.164 1.029 0.136 -0.113 0.019 0.202
H 3.755 -0.506 -0.554 0.128 -0.378 -0.156 0.198
H 2.342 0.079 1.994 -0.187 -0.140 0.109 0.201
H 1.509 -1.041 0.950 -0.166 0.023 -0.192 0.235
H 2.538 1.411 -0.462 0.095 -0.113 -0.074 0.203
H 1.523 1.783 0.894 0.010 0.065 0.035 0.201
H -0.045 1.747 -0.762 -0.284 -0.049 0.033 0.180
H 0.787 0.572 -1.726 -0.040 -0.233 0.011 0.185
H -0.218 0.520 1.993 0.030 -0.091 0.010 0.203
H -0.950 1.972 1.324 -0.024 0.062 -0.138 0.180
H -2.204 1.589 4.606 -0.223 -0.028 -0.122 0.192
H -0.942 2.342 3.596 -0.059 0.116 0.097 0.184
H -0.737 0.693 4.176 0.024 -0.036 0.032 0.173
H -3.874 0.880 0.816 0.014 -0.030 0.047 0.203
H -3.249 2.439 0.232 0.056 0.018 0.129 0.168
H -4.216 1.419 -0.830 0.019 -0.053 -0.096 0.192
H -1.165 -3.403 0.569 0.155 -0.235 0.200 0.383
H -2.329 -1.913 -1.305 -0.115 -0.007 -0.280 0.518
H -3.182 -1.544 2.631 -0.064 0.026 0.194 0.519
C 2.117 -3.616 -1.877 0.046 -0.004 0.037 -0.725
C 3.565 -3.449 -1.883 -0.074 0.032 0.066 0.294
N 4.701 -3.296 -1.871 0.128 -0.030 -0.059 -0.345
H 1.694 -3.192 -2.783 -0.045 0.019 0.002 0.254
H 1.868 -4.675 -1.823 -0.023 -0.004 0.008 0.249
H 1.686 -3.102 -1.019 -0.040 0.022 -0.005 0.272
C 1.830 5.392 0.882 0.000 -0.030 -0.021 -0.722
C 1.612 4.509 2.021 -0.035 -0.148 0.273 0.297
N 1.443 3.821 2.926 -0.016 0.107 -0.222 -0.342
H 2.683 6.038 1.075 0.011 0.012 -0.010 0.257
H 2.025 4.799 -0.010 0.006 0.003 -0.017 0.256
H 0.946 6.005 0.718 -0.004 0.014 -0.014 0.255
C -1.750 -2.583 -5.085 0.011 -0.008 -0.007 -0.724
C -1.203 -2.308 -3.763 -0.010 0.046 -0.023 0.328
N -0.773 -2.085 -2.723 -0.114 -0.112 -0.064 -0.375
H -1.024 -2.309 -5.847 0.003 0.002 -0.012 0.260
H -1.983 -3.642 -5.174 -0.006 -0.009 -0.009 0.260
H -2.659 -2.003 -5.232 -0.010 0.008 -0.002 0.263